1.
67
Properties=species:S:1:pos:R:3:mulliken_charge:R:1 method="wB97M-V/def2-TZVPD" total_charge=+2 lumo_ev="-6.434 / -6.138" s_squared=6.23 e_tot_ev=-152482.000 homo_lumo_gap_ev="7.7742 / 8.0618" multiplicity=5
Mn 0.61971 1.98390 0.02165 0.486
C 3.95358 0.31719 -0.34051 -0.762
C 3.81200 1.80994 -0.32590 0.436
N 2.68255 2.50216 -0.23374 -0.322
C 2.91886 3.86209 -0.18360 0.061
C 4.18941 4.24360 -0.25334 -0.291
S 5.17081 2.82378 -0.34687 -0.084
C 1.75737 4.72430 -0.10502 0.172
C 1.75618 6.07192 -0.10269 -0.343
S 0.19225 6.65805 -0.09382 -0.107
C -0.45656 5.10225 0.03597 0.635
N 0.48293 4.16731 -0.00769 -0.260
C -1.94088 5.02962 0.33065 -0.911
H 3.33391 -0.10205 -1.12871 0.089
H 3.56867 -0.07661 0.60067 0.146
H 4.99360 0.04689 -0.54043 0.554
H 4.64857 5.24579 -0.15333 0.384
H 2.62948 6.71182 -0.12247 0.396
H -2.34914 6.09224 0.37979 0.468
H -2.05805 4.50359 1.26441 0.225
H -2.50704 4.47343 -0.40826 0.209
C -4.15915 1.58927 0.12007 -0.574
C -3.41679 1.62681 1.29619 -0.575
C -2.02296 1.76672 1.26322 -0.099
C -1.40234 1.80460 0.01657 0.799
C -2.10856 1.78048 -1.17996 -0.086
C -3.50472 1.65516 -1.10464 -0.702
H -5.26442 1.48961 0.15686 0.468
H -3.88676 1.51957 2.27046 0.468
H -1.50164 1.75099 2.20593 0.370
H -1.64514 1.85134 -2.15445 0.442
H -4.10817 1.71422 -1.99106 0.473
O 0.74790 0.13097 -0.07781 -0.789
As 0.20518 -1.48867 0.06618 1.619
C 1.61151 -2.34443 0.94683 -0.049
C 2.17588 -3.43359 0.25451 -0.424
C 3.11701 -4.24679 0.89165 -0.750
C 3.49615 -3.97531 2.18839 -0.555
C 2.89850 -2.91983 2.88149 -0.707
C 2.01063 -2.05822 2.26466 -0.021
C -0.05470 -2.15567 -1.67604 0.252
C -0.90862 -3.26130 -1.81296 -0.261
C -1.10475 -3.78602 -3.06427 -0.805
C -0.54192 -3.21001 -4.18834 -0.518
C 0.28234 -2.13423 -4.05124 -0.677
C 0.47377 -1.56138 -2.80416 -0.347
C -1.45557 -1.85514 0.91716 0.406
C -1.46041 -2.66046 2.07308 -0.298
C -2.63392 -3.13769 2.61181 -0.662
C -3.84729 -2.78937 1.98631 -0.795
C -3.81480 -2.02745 0.82234 -0.921
C -2.63942 -1.57246 0.25659 -0.428
H 1.86746 -3.71082 -0.74833 0.399
H 3.55283 -5.04924 0.35018 0.474
H 4.15100 -4.72184 2.63532 0.404
H 3.20934 -2.69267 3.91015 0.393
H 1.62863 -1.23716 2.87297 0.448
H -1.44751 -3.69512 -0.96029 0.482
H -1.64836 -4.70375 -3.15254 0.442
H -0.70414 -3.67239 -5.14403 0.430
H 0.74346 -1.67783 -4.95033 0.384
H 1.03639 -0.65090 -2.77318 0.277
H -0.49659 -2.94485 2.52958 0.325
H -2.67202 -3.74280 3.51209 0.443
H -4.73294 -3.10291 2.47246 0.475
H -4.74461 -1.73280 0.37805 0.468
H -2.67799 -0.91785 -0.60421 0.720

***

2.
88
Properties=species:S:1:pos:R:3:mulliken_charge:R:1 method="wB97M-V/def2-TZVPD" total_charge=+1 lumo_ev="-2.865 / -2.825" s_squared=0.75 e_tot_ev=-141251.506 homo_lumo_gap_ev="7.0516 / 7.1026" multiplicity=2
Ti 0.09741 0.14382 0.48720 -0.502
C -4.13390 -0.58685 -0.74100 -1.285
C -2.73642 -0.63074 -0.62217 -0.053
N -2.07861 0.07240 0.27615 1.222
C -2.76829 0.87035 1.14072 -0.597
C -4.17080 0.94688 1.11458 1.287
C -4.84443 0.19622 0.12588 -0.986
C -4.83406 1.72991 2.08766 -0.987
C -4.09124 2.35708 3.04468 -0.972
C -2.68195 2.28192 3.06907 -0.936
C -1.98890 1.57563 2.10656 0.399
N -0.62024 1.37699 1.97758 1.161
C 0.31875 2.01876 2.77765 0.039
C 0.25225 3.23798 3.41885 -1.073
C 1.32956 3.69700 4.21334 -1.249
C 2.46879 2.96671 4.38167 -0.875
C 2.60408 1.73898 3.68871 0.822
C 3.73976 0.90381 3.75401 -0.900
C 3.78387 -0.24878 3.01660 -1.522
C 2.71055 -0.55306 2.16445 -0.810
N 1.64137 0.20723 2.07860 1.274
C 1.55225 1.31150 2.86462 -0.034
H -4.62210 -1.17763 -1.50299 0.581
H -2.12697 -1.24730 -1.27285 -0.208
H -5.92534 0.24219 0.07188 0.453
H -5.91344 1.79876 2.07394 0.453
H -4.58668 2.92990 3.81763 0.432
H -2.16147 2.76156 3.88124 0.769
H -0.61689 3.86922 3.31618 0.681
H 1.22816 4.65337 4.70925 0.401
H 3.27330 3.31523 5.01528 0.458
H 4.56874 1.18168 4.39352 0.462
H 4.63587 -0.91243 3.05708 0.508
H 2.73127 -1.42933 1.53047 1.203
C 2.94264 1.79142 -0.77846 -1.392
C 2.82081 0.38463 -1.35517 1.191
C 4.06796 -0.41364 -0.99126 -1.642
C 2.68538 0.44134 -2.86964 -1.449
O 1.64362 -0.27071 -0.78616 1.314
Ge 1.28413 -2.19622 -1.17919 -0.755
O 0.28235 -1.91029 0.47892 0.796
C -0.25416 -2.98306 1.29186 1.466
C -1.13063 -2.35701 2.36768 -1.505
C -1.06351 -3.92485 0.41467 -1.466
C 0.91376 -3.72346 1.93314 -1.688
O -0.17378 -1.73110 -2.20935 0.291
C -0.50518 -2.36621 -3.45945 1.611
C 0.48820 -1.92379 -4.52914 -1.708
C -0.48863 -3.88653 -3.33039 -1.690
C -1.90879 -1.90763 -3.83270 -1.537
H 3.91149 2.21118 -1.05302 0.576
H 2.17332 2.45664 -1.16324 0.232
H 2.88350 1.77552 0.31170 0.149
H 4.93714 0.03677 -1.47233 0.513
H 4.24094 -0.40414 0.08314 0.360
H 4.00092 -1.44908 -1.32815 0.319
H 3.52462 0.99112 -3.29809 0.511
H 2.68762 -0.55947 -3.30280 0.278
H 1.76508 0.94367 -3.15988 0.124
H -2.02632 -1.90650 1.93992 0.217
H -1.44633 -3.11956 3.08063 0.613
H -0.57740 -1.59110 2.91829 0.169
H -1.84990 -3.38603 -0.11653 0.132
H -0.42341 -4.42228 -0.31752 0.376
H -1.52814 -4.69873 1.02705 0.554
H 1.45767 -3.06805 2.61464 0.356
H 0.55210 -4.57865 2.50556 0.468
H 1.60477 -4.09483 1.17367 0.324
H 1.49064 -2.29172 -4.29922 0.358
H 0.20465 -2.31796 -5.50643 0.511
H 0.52677 -0.83494 -4.59655 0.209
H 0.51061 -4.26154 -3.10059 0.320
H -1.17589 -4.21514 -2.55007 0.325
H -0.80396 -4.34341 -4.26989 0.476
H -1.97351 -0.81693 -3.85247 0.150
H -2.17350 -2.28215 -4.82213 0.546
H -2.64691 -2.29147 -3.12553 0.368
Cl -0.80450 5.80019 -0.81234 -0.210
C -0.71228 4.17823 -1.38564 -0.206
C -0.97759 3.87232 -2.70902 -0.612
C -0.88626 2.54659 -3.10229 -1.102
C -0.52839 1.59063 -2.17009 -1.036
N -0.26522 1.89814 -0.89328 1.167
C -0.36707 3.16897 -0.50227 -0.665
H -1.24970 4.65342 -3.40579 0.482
H -1.09374 2.25273 -4.12178 0.551
H -0.44475 0.53926 -2.43276 1.052
H -0.15546 3.39646 0.53368 0.593